1.
The following is a DFT calculation (ωB97M-V with the def2-TZVPD basis set) of a 2-piece molecular cluster, C19H19N2OS overall in a non-equilibrium geometry.

Net charge   -1
LUMO   0.0929 Eh
E_tot   -35874.1360 eV

```
42
Properties=species:S:1:pos:R:3:forces:R:3:lowdin_charge:R:1
H 4.62372 1.60292 3.66272 -0.3 0.0 0.0 0.09
H -4.40842 -3.78920 -3.65764 0.0 0.2 -0.1 0.04
H 1.52179 3.87840 -3.01891 0.0 -0.1 0.2 0.08
C -0.93961 -2.04766 -1.77668 -0.3 1.5 -0.2 -0.55
H -1.42834 0.47712 -0.39347 -0.4 0.3 0.6 0.09
H 1.74381 -1.21888 5.21420 0.1 0.2 -0.1 0.09
H -1.17540 2.91131 0.19894 0.3 -0.2 -0.2 0.11
C 0.06493 3.48648 -1.47242 0.2 -0.2 0.3 -0.10
N -4.08461 -0.37738 1.14933 1.6 0.4 -0.2 0.04
N -0.71075 0.54404 1.58609 0.4 0.2 1.5 0.04
C 2.04584 1.88054 -0.31328 -0.3 0.3 -0.3 -0.05
C -2.39944 -2.32574 -2.18148 0.6 0.3 0.1 -0.43
H 0.77008 -3.26723 -1.42154 -0.1 0.1 0.2 0.09
H -2.80656 -3.19381 -1.65055 0.0 0.3 -0.1 0.08
C 2.30739 2.56035 -1.50317 -0.3 0.1 0.2 -0.10
C 1.09022 -0.01742 3.54836 0.6 -0.5 0.6 -0.05
H -4.55697 -2.06451 -4.18470 0.0 -0.3 0.0 0.04
H -0.78637 -4.10139 -1.14976 0.1 0.2 0.1 0.08
H 0.08758 -0.44303 3.51624 0.3 0.0 -0.1 0.10
C 3.62825 1.15217 3.62893 -0.5 -0.2 0.1 -0.12
C -1.63766 0.34626 0.68710 -0.1 0.2 -1.5 -0.27
O -0.43094 -0.96735 -2.04951 -0.4 -1.7 0.3 0.05
H 2.96234 2.38123 1.98963 -0.1 -0.3 0.2 0.10
C 1.31969 3.36426 -2.08042 0.0 -0.1 0.0 -0.12
C -0.20150 2.80545 -0.28467 0.4 0.2 -0.1 -0.05
H 3.27703 2.44198 -1.98913 -0.2 0.1 0.1 0.09
H -2.98884 -1.42026 -2.00099 0.0 -0.2 -0.1 0.09
H 4.02097 -0.18583 5.28185 -0.1 0.0 -0.2 0.08
C -2.96007 -0.06412 1.00221 -1.1 -0.7 0.2 -0.29
C 1.43550 0.92993 2.56679 -0.3 0.3 -0.1 -0.17
S -2.26105 -2.69337 -3.94547 -0.1 -0.1 0.0 0.82
C -0.25075 -3.15247 -1.04436 0.5 -0.2 0.0 -0.02
C 3.29155 0.14472 4.54322 0.1 0.0 -0.1 -0.15
C 2.70014 1.56777 2.66846 0.0 -0.3 0.2 -0.07
H 2.81084 1.24013 0.13286 -0.3 0.2 -0.2 0.11
H -0.71082 4.09993 -1.93489 0.2 -0.1 0.1 0.09
C 0.46429 1.15963 1.48589 -0.7 -0.2 -0.1 -0.24
H -0.20747 -2.87227 0.01480 0.0 0.0 -0.1 0.10
C 2.01488 -0.43409 4.50801 -0.1 0.6 -0.4 -0.11
C -3.99597 -2.99930 -4.29537 0.0 0.0 -0.3 -0.44
H -4.02205 -3.32107 -5.34231 -0.2 0.0 0.2 0.02
C 0.78275 1.98176 0.30505 0.4 -0.3 -0.5 -0.17
```
Forces are in eV/Å.

2.
The following is a DFT calculation (ωB97M-V with the def2-TZVPD basis set) of a 2-piece molecular cluster, C19H19N3O2S overall in a non-equilibrium geometry.

LUMO   -0.0097 Eh
E_tot   -39395.8722 eV

```
44
Properties=species:S:1:pos:R:3:forces:R:3:lowdin_charge:R:1
H 3.74788 -3.72436 1.24624 -1.4 -0.1 -2.0 0.15
H -3.13043 2.29610 1.03767 0.1 0.1 -1.6 0.06
O -4.52518 0.12926 -0.72682 -7.0 3.7 -5.3 -0.05
H -4.81415 2.34168 -0.74656 0.8 3.7 -4.7 0.05
C -0.00649 0.15931 0.00764 2.8 3.3 2.2 -0.58
H 1.52875 2.87474 -1.50895 -0.5 0.6 -0.9 0.09
C 1.25504 2.24512 1.05510 -4.4 6.8 -8.0 -0.39
H -2.33972 0.33063 1.56000 -2.3 -1.7 -0.7 0.13
H 3.63695 2.41647 -3.22303 -1.2 -0.6 4.3 0.19
N 1.04558 -0.43712 0.40227 2.4 8.7 3.9 0.17
N 4.60143 1.47925 -1.47321 -1.9 0.9 4.7 0.08
C -0.62849 -1.92932 -0.86084 -11.7 4.4 -5.3 -0.38
H 3.57797 1.08628 1.78070 0.4 1.9 -2.3 0.18
C -4.87561 1.50417 -0.25193 -2.9 -4.3 2.7 -0.15
C 0.39545 -2.24575 -0.27680 8.6 -15.6 1.7 -0.10
C 3.64635 1.61338 0.66604 -11.4 0.0 12.3 -0.16
H -2.14604 1.08079 -1.34034 0.2 -0.4 1.1 0.11
H -6.03223 1.60437 0.10225 2.6 -1.3 -0.7 0.17
H 1.03533 3.44850 1.26054 0.9 -2.3 -1.1 0.17
H 1.30500 2.06622 1.93535 0.7 -3.7 10.7 -0.03
H 5.60222 0.78726 0.30274 -2.0 0.8 0.1 0.14
N -0.82488 -0.45444 -0.67069 -7.5 -4.7 -4.3 0.06
C 2.43777 2.48642 -1.14045 -7.0 0.3 7.6 -0.09
H 2.23484 -5.50096 -0.12874 -1.0 3.9 0.3 0.19
C 2.78886 -3.40189 0.66898 3.2 -1.4 4.0 -0.09
C -3.41606 -0.33206 -0.31092 3.4 -8.0 1.7 -0.55
C 1.26185 -1.67287 0.45685 2.6 0.8 1.7 -0.28
C 2.37786 2.03509 0.24460 3.3 1.8 -4.9 -0.25
C 4.59506 1.27233 0.03050 12.7 -3.6 -12.2 -0.15
C -3.91080 1.57647 0.78624 -1.0 -0.4 9.7 -0.20
H -0.00221 -4.33368 -1.08860 1.8 0.2 1.3 0.15
C 1.90069 -4.25217 0.00192 6.1 -7.5 1.1 -0.17
S -0.41523 1.88829 0.32986 2.1 -0.5 0.5 1.05
H -4.57889 1.85131 1.87253 1.8 -0.7 -2.7 0.18
H -3.61498 -1.59926 -0.36068 1.0 3.3 -0.1 0.23
H -4.07328 -0.51714 1.73990 0.1 -0.1 0.0 0.11
C 2.41240 -2.21858 1.11555 0.2 2.6 -1.9 0.01
H -2.34653 -0.26280 -2.22970 0.4 -0.7 2.1 0.18
C -2.17437 -0.01882 -1.09878 0.5 2.3 -4.0 -0.09
C 3.46208 2.14275 -1.76333 9.9 -2.3 -10.8 -0.27
C 0.82326 -3.83981 -0.45241 -9.4 4.7 -3.9 0.04
H 3.14649 -1.43431 1.35063 -0.4 -0.6 0.9 0.12
C -3.40795 0.02366 1.08353 3.4 5.1 2.7 -0.09
O -1.55555 -2.56454 -1.38486 1.3 0.6 0.0 0.06
```
Forces are in eV/Å.

3.
The following is a DFT calculation (ωB97M-V with the def2-TZVPD basis set) of one molecule with the formula C19H19N3O4S in a non-equilibrium geometry.

LUMO   -0.0088 Eh
E_tot   -43505.3074 eV
SMILES   CN(C)c1ccc(C2=NO[C@@H](CN3C(=O)c4ccccc4S3(=O)=O)C2)cc1

```
46
Properties=species:S:1:pos:R:3:forces:R:3:lowdin_charge:R:1
H -1.82598 -1.27661 4.53646 0.1 0.0 0.0 0.13
C 1.39254 0.28949 -1.90547 0.7 0.3 0.0 -0.19
H -1.36206 0.94482 -1.00347 0.0 0.0 0.0 0.13
O -1.53562 -1.56234 -2.76836 -0.6 -0.3 0.1 -0.08
C 0.08939 -0.32021 -1.99385 -1.1 -0.4 0.2 -0.24
N 5.20557 2.02955 -1.66270 0.3 0.1 0.0 -0.20
H -1.39273 -2.75102 -0.37506 -0.2 0.0 0.0 0.15
C -3.18298 -1.27476 2.88652 -0.1 0.1 0.5 -0.12
C 1.72068 1.16585 -0.86999 -0.2 -0.3 -0.3 -0.03
H 3.17413 2.40036 0.03641 0.1 0.1 0.1 0.09
H -3.57445 -0.52565 6.14425 0.0 0.0 0.1 0.11
C -1.02655 -0.09300 -0.99341 -0.1 -0.1 -0.3 -0.04
O -1.07510 -1.97150 1.97403 -0.1 0.0 -0.1 0.11
C -3.82202 -0.67360 5.10403 0.1 0.0 0.0 -0.05
H 6.57233 3.22536 -0.65712 0.0 0.0 0.0 0.08
H 5.50308 2.30280 0.40828 0.0 0.1 0.0 0.09
S -4.56397 -1.34615 0.71241 0.3 0.0 0.2 0.74
H -6.46827 -0.44894 2.98209 -0.1 0.0 0.0 0.12
C 2.37702 0.00957 -2.85830 -0.2 0.1 0.2 -0.02
C 3.96561 1.45506 -1.73732 -0.3 0.0 0.0 -0.23
H -0.71261 -0.35715 0.01643 0.0 0.1 0.0 0.11
H -5.87064 -0.11852 5.37257 -0.1 0.0 0.0 0.11
C -2.33823 -2.24704 -0.59973 0.1 -0.1 -0.8 -0.09
H 5.96425 1.86598 -3.60936 0.1 -0.1 0.0 0.09
H 4.35143 0.32167 -3.53613 0.1 0.0 -0.1 0.09
O -5.38318 -2.46243 0.36959 0.0 -0.2 0.2 -0.25
C -4.48231 -1.04192 2.46599 0.6 -0.2 -0.4 -0.20
C -5.46469 -0.62543 3.33419 -0.2 0.0 -0.1 -0.03
H -3.03536 -0.56854 -1.77061 0.2 0.0 0.0 0.14
H 0.98908 1.40658 -0.11310 -0.1 0.0 0.1 0.11
C -2.84019 -1.09142 4.21822 0.0 0.0 -0.3 0.01
C 3.62741 0.57253 -2.77893 0.2 0.0 -0.1 -0.02
H 4.89127 3.72231 -0.46981 0.0 0.0 0.1 0.09
N -0.24748 -1.12418 -2.92659 0.9 0.3 -0.1 0.12
H 6.45911 0.56040 -2.50936 0.0 0.0 -0.1 0.09
N -2.92675 -1.81597 0.64355 -0.8 0.3 0.0 -0.11
C 6.24597 1.63264 -2.57912 -0.1 -0.1 -0.1 -0.07
H 7.15898 2.17680 -2.34991 0.0 0.0 0.0 0.08
C 2.97145 1.73401 -0.78569 0.3 0.2 0.1 -0.02
C -2.24932 -1.72326 1.81931 0.3 0.0 0.5 -0.44
O -4.73746 -0.13508 -0.02610 0.0 0.2 0.1 -0.26
C 5.55650 2.85725 -0.53544 -0.1 0.0 0.1 -0.07
C -5.11932 -0.44333 4.66924 -0.1 0.0 -0.2 -0.05
C -2.08440 -1.05811 -1.54034 0.0 0.1 0.3 -0.27
H 2.13192 -0.66679 -3.66158 0.0 -0.1 -0.1 0.11
H -3.02602 -2.95010 -1.07674 0.2 0.0 0.0 0.14
```
Forces are in eV/Å.

4.
The following is a DFT calculation (ωB97M-V with the def2-TZVPD basis set) of one molecule with the formula C19H19N5O3S in a non-equilibrium geometry.

LUMO   0.0027 Eh
E_tot   -44438.5096 eV
SMILES   Cc1ccc(S(=O)(=O)N2Cc3ccccc3C[C@@H]2C(=O)Nn2cnnc2)cc1

```
47
Properties=species:S:1:pos:R:3:forces:R:3:lowdin_charge:R:1
C 3.69629 -3.13036 -0.91508 -0.3 0.1 0.1 -0.15
O 0.08941 -2.50901 -0.24005 -0.4 0.1 -0.2 -0.30
N 3.70281 -2.00328 -0.14702 0.3 0.0 0.0 -0.02
H -4.37441 -1.82838 -2.27807 0.0 0.0 -0.1 0.12
C -3.06309 -0.70524 1.16754 -0.1 0.1 0.1 -0.04
C -4.85456 -0.83342 -0.44300 0.1 0.0 0.0 -0.26
H 0.54144 2.11598 -2.58915 0.0 0.0 -0.1 0.12
H 0.77270 -0.17516 -1.23538 -0.1 0.1 0.1 0.13
H 2.21544 4.06777 1.60221 0.1 0.0 0.1 0.12
C 0.19210 0.45232 -0.53967 -0.2 0.0 -0.8 -0.13
N 5.72732 -2.48749 -0.77574 0.8 0.5 0.2 0.00
H -0.82820 0.51598 -0.93600 0.1 0.1 -0.1 0.13
H 1.53865 4.36804 -2.60208 0.0 0.0 -0.1 0.10
C 1.84027 3.64818 0.68073 0.0 0.0 -0.1 -0.02
H -2.02783 -2.31647 -1.61222 0.0 -0.1 -0.1 0.12
S -0.56217 -1.69837 0.77084 -0.2 0.4 0.0 0.71
H 5.37802 -0.78664 0.43660 0.0 0.2 0.1 0.11
N 2.57891 -1.42291 0.40389 -0.2 -0.2 -0.1 0.16
C 5.01625 -1.64136 -0.09295 0.0 0.4 0.3 -0.14
O 3.58574 0.32073 1.44521 0.2 0.1 0.1 0.10
C -2.69874 -1.78684 -0.95441 0.1 -0.1 -0.1 -0.05
H -6.62380 0.37015 -0.38139 -0.1 0.1 0.0 0.08
C -2.24188 -1.37941 0.28355 0.6 -0.1 0.0 -0.29
H 1.72210 -1.93922 0.19106 0.3 0.1 0.0 0.09
H 2.03591 1.84067 2.62276 -0.1 0.0 0.0 0.13
C 1.27621 2.37813 0.69910 -0.1 0.0 -0.1 -0.16
C -4.00680 -1.51195 -1.31340 0.0 0.0 0.1 -0.02
H 0.98942 -0.48410 2.57553 0.2 0.2 0.0 0.15
C -6.27538 -0.56042 -0.82227 0.0 0.0 0.0 -0.04
H 2.80640 -3.67507 -1.15425 -0.2 -0.1 0.0 0.12
C -4.36795 -0.43430 0.80004 0.2 -0.1 0.0 -0.02
H 0.26412 1.85738 2.50971 0.0 -0.1 0.0 0.13
H -6.38856 -0.50845 -1.90190 -0.1 0.0 -0.1 0.08
O -0.50397 -2.17091 2.11953 -0.1 0.1 0.2 -0.26
H -6.91340 -1.36441 -0.45487 -0.1 0.0 0.0 0.09
C 2.58635 -0.30052 1.16329 -0.1 -0.2 -0.2 -0.40
C 1.93298 4.36683 -0.49530 0.0 0.0 0.1 -0.08
C 0.80298 1.82907 -0.48801 0.0 0.1 0.2 -0.14
C 1.46390 3.81657 -1.67720 0.0 -0.1 -0.1 -0.08
H -5.01981 0.09020 1.48253 -0.1 0.1 0.1 0.12
C 1.19038 0.10537 1.67353 0.2 0.1 0.8 -0.22
N 0.10035 -0.16766 0.76357 -0.5 -0.8 0.1 -0.19
H -2.66992 -0.41306 2.12778 0.0 0.1 0.2 0.12
N 4.90624 -3.41521 -1.28799 -0.4 -0.8 -0.5 0.00
C 1.18652 1.60178 1.98249 0.0 -0.2 0.0 -0.07
C 0.90436 2.55377 -1.67013 0.0 0.0 0.0 -0.03
H 2.37691 5.35070 -0.49396 0.0 0.1 0.0 0.10
```
Forces are in eV/Å.

5.
The following is a DFT calculation (ωB97M-V with the def2-TZVPD basis set) of one molecule with the formula C19H19N5OS in a non-equilibrium geometry.

LUMO   0.0081 Eh
E_tot   -40344.6107 eV
SMILES   C=CCNC(=O)CSc1nnc(-c2ccccn2)n1Cc1ccccc1

```
45
Properties=species:S:1:pos:R:3:forces:R:3:lowdin_charge:R:1
H 0.03452 2.04221 0.07840 0.1 -0.1 0.2 0.04
N 2.41192 -2.07250 -1.39751 -0.2 0.2 0.3 0.09
C -1.40139 2.29674 2.80552 0.1 -0.4 0.1 -0.55
C -0.60013 2.31570 -0.74752 0.1 0.1 0.0 0.01
O -1.56723 3.45814 3.10761 0.1 0.4 0.2 0.06
C 0.86005 -0.08919 1.98037 0.1 0.0 0.0 -0.61
H -3.61366 1.99519 0.52921 0.1 0.1 0.0 0.11
N 2.50899 0.70983 0.90116 0.7 -0.2 -1.1 0.08
C 2.15992 -0.40746 0.30420 -0.3 0.3 0.6 -0.24
H 0.43319 1.81759 3.80369 -0.2 0.1 0.0 0.08
H -0.11492 2.40733 -1.70335 0.0 0.1 -0.3 0.06
N 1.70443 0.91200 1.94124 -0.7 0.1 0.8 0.03
C 3.95485 -0.24269 -1.35576 -0.1 -0.1 0.0 0.00
H -4.12124 -0.20422 -1.80087 -0.1 0.0 0.0 0.11
C -2.02242 -0.58969 -1.97002 0.0 -0.1 -0.1 -0.08
C 3.05244 -2.55561 -2.44640 0.2 -0.1 -0.4 -0.13
H -1.74373 0.74502 1.51552 0.0 0.1 0.1 0.07
H 0.03032 -2.64180 1.54379 0.0 0.0 -0.1 0.12
N -1.92786 1.71911 1.71344 -0.2 -0.2 -0.4 0.05
C -0.89609 -1.09495 -1.34731 -0.1 -0.1 0.0 -0.03
C -3.33222 -1.12127 -0.03544 -0.1 0.0 0.0 -0.08
S -0.38795 -0.32326 3.17084 -0.1 -0.1 0.4 1.00
H -1.94870 -0.18746 -2.96903 0.0 0.1 -0.1 0.11
H -4.28120 -1.13536 0.48006 -0.1 0.0 0.0 0.11
N 1.09616 -0.96570 0.96617 0.6 0.6 0.3 0.02
H -2.80041 3.46797 1.10664 -0.1 -0.1 -0.1 0.12
H 0.86202 -2.73480 -0.04737 -0.2 0.1 0.3 0.11
C -0.97909 -1.61787 -0.06252 0.0 -0.1 0.0 -0.21
H 2.65146 -3.47894 -2.84465 0.1 -0.1 -0.1 0.11
H -1.03107 1.36380 4.70331 0.0 0.0 -0.1 0.09
H -2.27743 -2.03448 1.58843 0.0 0.0 0.1 0.10
C -1.88830 2.55525 -0.59534 -0.1 0.1 0.1 -0.16
C -3.24214 -0.59936 -1.31406 0.0 0.0 -0.1 -0.09
C 2.85052 -0.93768 -0.85388 0.5 -0.1 -0.6 -0.21
H 5.47043 -0.24896 -2.86912 0.1 0.0 0.0 0.11
H 4.64303 -2.38010 -3.87533 0.0 -0.1 -0.1 0.10
C -2.63719 2.46231 0.70254 -0.1 0.2 0.1 -0.18
H -2.49693 2.85603 -1.43702 0.0 0.0 -0.2 0.10
C 4.15668 -1.94378 -3.01725 0.0 0.0 0.1 -0.06
H 4.25962 0.67016 -0.87177 0.1 0.1 0.0 0.11
C 0.27459 -2.10405 0.62349 -0.4 -0.4 -0.2 -0.10
C -2.20448 -1.62697 0.59043 0.0 -0.1 -0.1 -0.08
H 0.05626 -1.09272 -1.85621 0.1 0.0 -0.1 0.10
C -0.56884 1.39543 3.71635 0.1 -0.1 -0.1 -0.34
C 4.61319 -0.75893 -2.45467 -0.1 -0.1 0.0 -0.06
```
Forces are in eV/Å.

6.
The following is a DFT calculation (ωB97M-V with the def2-TZVPD basis set) of C19H19N7O5SV as an isolated structure in a non-equilibrium geometry.

Net charge   -2
Multiplicity   4
LUMO (spin up / spin down)   0.1708 / 0.1707 Eh
E_tot   -77202.7092 eV

```
52
Properties=species:S:1:pos:R:3:forces:R:3:lowdin_charge:R:1
H 2.68849 0.82915 -3.43185 0.0 -0.1 0.0 0.10
H 0.14671 5.55996 -1.95109 0.1 0.0 0.0 0.03
C -3.25493 -2.74021 0.03743 -0.1 0.0 -0.1 -0.04
N -1.80909 -0.51279 1.02683 0.6 0.3 0.1 0.09
C 2.72634 -1.82792 -2.52328 0.0 0.2 -0.1 -0.06
C -4.07184 -3.72985 -0.48838 0.0 0.0 0.0 -0.11
H -0.20300 2.57261 3.84210 0.0 0.0 0.0 0.09
N 3.24152 -0.27479 2.74983 0.0 -0.6 0.1 -0.62
C -1.85665 0.51814 3.53706 0.0 0.0 0.0 -0.05
H 2.82392 3.68585 2.15199 0.0 0.0 0.0 0.08
C -3.74588 -2.83138 -2.69437 0.0 0.1 0.0 -0.10
N 1.39653 1.53172 -1.95124 0.2 0.1 0.2 -0.16
N -0.87038 0.50998 1.32056 -0.2 -0.4 -0.4 -0.05
O -1.09398 -0.05492 -1.12379 0.1 0.0 0.2 -0.16
H -1.56489 -0.49808 3.80733 0.0 0.0 0.0 0.08
C -0.05844 2.14504 2.85829 -0.1 0.0 0.1 -0.04
H 1.83870 3.89761 3.61897 0.0 0.0 0.0 0.07
V 0.43192 0.96801 -0.25705 -0.8 0.6 -1.0 0.84
N 1.50169 -0.79749 -0.72209 0.1 0.3 -0.1 0.02
C 1.41599 -1.99574 -0.13285 0.0 0.2 0.2 -0.12
C -1.78333 -0.70880 -0.26032 -0.6 -0.3 -0.1 -0.48
O 1.32676 2.13320 0.96401 0.3 0.3 0.5 -0.19
H 0.92696 -1.99122 0.83333 0.0 0.0 0.0 0.11
H -4.96316 -4.54930 -2.26521 0.0 0.0 0.0 0.08
C -2.92041 -1.84353 -2.16992 -0.1 -0.1 0.0 -0.02
S -0.77192 3.27956 -0.95261 0.5 -0.2 -0.3 0.55
H 3.04403 -3.92392 -2.37606 0.0 0.0 0.0 0.09
O 3.74845 -0.27105 3.90086 -0.1 0.2 -0.2 -0.12
C 0.55135 3.60081 -2.04808 -0.3 0.3 0.0 -0.89
H 1.38282 4.71582 2.10545 0.0 0.0 0.0 0.08
H 3.24412 -1.71741 -3.46876 0.0 0.0 0.0 0.10
N 1.46782 2.80412 -2.50597 -0.3 -0.4 0.3 -0.02
H -3.93688 -2.86096 -3.76116 0.0 0.0 0.0 0.09
O 3.97016 -0.12150 1.74798 -0.2 0.1 0.2 -0.08
C 2.14024 -0.68610 -1.93123 0.0 -0.1 0.0 -0.26
H 1.83618 -4.08284 -0.15645 0.0 0.0 0.0 0.08
C -0.90368 1.04360 2.49882 0.1 0.3 0.3 -0.33
H -2.44791 -1.10359 -2.80126 0.0 0.0 0.0 0.11
H -1.83302 1.14565 4.42680 0.0 0.0 0.0 0.06
O 2.01433 -0.49543 2.61473 0.3 0.1 0.0 -0.08
H -3.04690 -2.68456 1.09696 0.0 0.0 0.0 0.10
C -2.68044 -1.78925 -0.80256 0.2 0.3 0.2 -0.13
H 1.57501 5.17496 -2.76129 0.0 0.0 0.0 0.06
C -4.32188 -3.77620 -1.85634 0.0 0.0 0.0 -0.13
C 1.93332 -3.14318 -0.68032 0.1 0.0 -0.1 -0.09
H -4.51204 -4.46990 0.17140 0.0 0.0 0.0 0.09
C 1.81184 3.80533 2.53310 -0.1 0.0 0.2 -0.02
N 0.62048 4.91125 -2.55961 0.0 -0.1 0.0 0.00
H -2.87143 0.46274 3.14386 0.0 0.0 0.0 0.06
C 2.61233 -3.04272 -1.91334 0.0 -0.2 0.1 -0.11
C 2.12422 0.59878 -2.53239 0.1 -0.2 -0.1 -0.12
C 0.97981 2.63074 2.09115 0.0 -0.5 -0.2 -0.47
```
Forces are in eV/Å.

ΔE to the lowest compared entry with this formula, charge and spin per entry: 0.0 1780.9 299.1 119.2 59.2 58.7 kJ/mol